# C6H12N4

A gas-phase ion, C6H12N4 (charge +2) at a distorted geometry (ωB97M-V with the def2-TZVPD basis set, the OMol25 dataset).

Last column: Mulliken charge in e.
Element x y z (Å)
1 C -1.45387 1.10160 0.52910  -0.082
2 C -1.40635 -1.01658 -0.09615  -0.214
3 C 1.22332 1.11300 0.55936  -0.600
4 C 1.20404 -1.23220 -0.01351  -0.506
5 C 2.21059 -0.02275 0.19145  0.020
6 C -3.60869 0.11396 -0.09800  -0.714
7 N -0.07911 0.59593 0.41346  0.186
8 N -2.18641 0.05867 0.06940  0.066
9 N -0.09320 -0.69609 0.09742  0.244
10 N 3.18592 0.35245 -0.78667  -0.570
11 H -1.81475 2.05287 0.76894  0.470
12 H -1.75607 -2.04033 -0.42863  0.447
13 H 1.37720 1.26712 1.68563  0.310
14 H 1.42518 1.96948 -0.00930  0.395
15 H 1.51085 -1.91617 -0.90844  0.386
16 H 1.52890 -1.80127 0.92759  0.269
17 H 2.64660 -0.15046 1.17792  0.386
18 H -4.08159 -0.39138 0.73278  0.377
19 H -4.05172 1.09169 -0.07072  0.338
20 H -3.79209 -0.45877 -1.14628  0.308
21 H 4.15071 0.18037 -0.67705  0.253
22 H 2.91770 0.22049 -1.76709  0.232

Its gap between HOMO and LUMO is 0.27932 Ha. The net charge is +2. Its SMILES is C[n+]1cn2[n+](c1)CC(N)C2. The relative energy (zero: lowest compared OMol25 entry of this formula, charge and spin) comes out at 2.227 eV.